DFT (ωB97M-V/def2-TZVPD) results for a cluster of 2 separate species, C20H31ClN4O3 in total.

```
59
Properties=species:S:1:pos:R:3:forces:R:3
C 1.940 -3.120 0.688 -0.1897 0.3806 -0.5283
C 0.444 -3.382 0.650 -0.7890 -0.8528 0.2873
O -0.060 -3.899 1.636 -0.1945 0.0555 -0.2135
N -0.311 -3.158 -0.499 0.9741 0.2602 0.4693
C 0.136 -2.282 -1.593 -0.5163 -0.1335 0.0504
C -0.885 -1.159 -1.829 -0.8160 -0.4294 0.3023
N -2.232 -1.745 -1.998 0.3453 -0.5581 -0.1347
C -3.150 -1.213 -2.911 0.0836 0.1632 0.1712
C -4.056 -2.057 -3.565 -0.4426 0.4489 -0.3735
C -4.980 -1.543 -4.482 0.1794 0.1498 0.2515
C -5.006 -0.174 -4.759 0.5194 -0.2064 0.4956
Cl -6.156 0.467 -5.905 0.1371 -0.0704 0.1387
C -4.103 0.676 -4.115 0.0211 -0.3345 -0.0592
C -3.181 0.159 -3.197 -0.4291 -0.0085 -0.4315
C -2.688 -2.624 -0.898 0.6901 0.3302 -0.5218
C -1.659 -3.731 -0.659 -0.1124 0.3776 0.1725
H 2.356 -3.430 1.650 -0.4013 0.0190 -0.1795
H 2.132 -2.058 0.549 0.2090 0.0333 -0.1073
H 2.436 -3.682 -0.107 0.0216 0.1485 -0.0407
H 1.107 -1.824 -1.395 -0.1087 -0.2135 0.2588
H 0.236 -2.874 -2.508 -0.0586 -0.0058 -0.0512
H -0.890 -0.472 -0.977 0.2309 0.0857 0.0705
H -0.587 -0.593 -2.718 -0.2639 -0.1374 0.0674
H -4.031 -3.123 -3.374 0.0050 0.0695 -0.0317
H -5.679 -2.205 -4.984 0.1084 0.0741 0.0562
H -4.125 1.741 -4.327 0.0038 -0.1403 0.0425
H -2.499 0.835 -2.693 -0.0617 -0.0621 -0.0181
H -2.803 -2.029 0.014 0.0273 0.0203 0.1491
H -3.660 -3.076 -1.117 0.1812 0.2055 -0.1934
H -1.969 -4.316 0.212 0.5090 0.2470 0.0210
H -1.657 -4.411 -1.517 0.1174 0.0948 -0.1095
C 3.518 3.485 -0.045 -0.3261 -0.1762 0.1440
N 2.300 2.799 -0.478 1.0915 0.6419 -0.2231
C 1.385 2.185 0.280 -0.9754 -0.5045 0.0077
O 0.404 1.684 -0.257 -0.1035 -0.1666 0.3624
C 1.556 2.092 1.806 -0.3906 -0.1364 0.3171
N 0.299 2.516 2.452 1.0308 -0.9358 -1.5581
C 0.117 3.371 3.457 -0.4611 1.1194 1.2142
C 1.299 4.113 4.049 -0.1456 -0.1931 -0.1552
O -1.001 3.576 3.898 -0.2049 -0.0617 0.0021
C 1.931 0.651 2.226 0.7299 -0.2789 0.2623
C 3.242 0.191 1.575 -0.4551 0.1653 -0.1780
C 2.119 0.508 3.743 -0.6226 0.2138 -0.2965
H 4.190 2.786 0.455 0.0655 0.1270 -0.0229
H 3.269 4.303 0.635 0.1557 0.0144 -0.0327
H 4.033 3.901 -0.913 -0.1671 -0.1112 0.1108
H 2.082 2.813 -1.464 -0.0844 -0.0769 0.1202
H 2.364 2.748 2.113 -0.0037 0.1688 0.2299
H -0.552 2.113 2.084 0.0430 -0.0566 -0.0622
H 0.932 4.787 4.822 -0.0365 -0.1393 -0.1373
H 1.991 3.402 4.491 0.2629 0.0377 -0.0090
H 1.789 4.693 3.271 0.2655 0.0431 -0.0065
H 1.137 -0.030 1.917 -0.2014 0.0908 -0.1190
H 4.052 0.869 1.846 0.1276 0.0203 -0.0190
H 3.501 -0.807 1.928 0.0379 0.0589 -0.0452
H 3.142 0.160 0.491 0.1917 -0.0058 -0.1477
H 2.385 -0.521 3.989 0.0365 0.0564 -0.0138
H 1.190 0.741 4.262 0.0731 0.0612 0.1515
H 2.908 1.173 4.093 0.0866 0.0131 0.0937
```
Positions in Å, forces in eV/Å.

Summary:
Energy relative to the best compared isomer or geometry (same formula, charge and spin) ... 0.0 kcal/mol
Total charge ... 0
Kohn-Sham gap ... 0.29558 Eh
Total energy ... -1685.6803 hartree
SMILES ... CC(=O)N1CCN(c2ccc(Cl)cc2)CC1.CNC(=O)[C@@H](NC(C)=O)C(C)C

DFT (ωB97M-V/def2-TZVPD) results for a structure of composition C20H31F9NOPdSi2.

```
65
Properties=species:S:1:pos:R:3:forces:R:3
Pd 0.180 0.448 0.239 0.0878 0.6673 0.0094
C -1.754 2.817 -0.378 0.1100 0.2192 0.0246
N -0.315 2.722 -0.120 -0.0299 -0.4545 -0.1539
C 0.070 3.569 1.021 -0.0624 -0.0044 -0.1582
C 0.509 3.032 -1.304 -0.2075 0.1585 0.0990
C 1.897 2.513 -1.088 0.3739 -0.0378 0.0793
C 3.055 3.213 -1.390 0.0255 -0.0399 -0.0942
C 4.300 2.630 -1.160 -0.0970 -0.0158 0.0213
C 4.411 1.354 -0.619 0.0190 -0.0896 -0.0446
C 3.267 0.627 -0.301 0.0453 0.4425 -0.0854
C 2.054 1.252 -0.525 -0.5040 -0.4931 0.2128
H -2.021 3.861 -0.579 -0.0643 -0.0426 0.0115
H -2.295 2.473 0.501 -0.0313 0.0162 -0.0031
H -2.015 2.212 -1.240 -0.0361 -0.0167 0.0352
H -0.057 4.609 0.702 0.0381 0.0162 0.1351
H 1.107 3.384 1.288 -0.0169 0.0285 0.0319
H -0.575 3.353 1.866 0.0590 0.0679 -0.0121
H 0.494 4.115 -1.478 0.0550 -0.0589 -0.0197
H 0.038 2.549 -2.160 0.0972 0.0509 -0.0292
H 2.992 4.211 -1.806 0.0210 0.0290 -0.0281
H 5.196 3.181 -1.407 0.0331 0.0357 0.0142
H 5.386 0.921 -0.444 0.0381 0.0081 -0.0215
H 3.333 -0.367 0.120 0.0172 -0.0224 0.0595
F 1.867 -0.633 4.466 -0.0024 -0.0056 -0.0472
C 1.537 -0.111 3.293 0.0282 0.1301 0.2695
F 1.696 -1.053 2.342 0.0531 -0.1386 -0.1068
F 2.389 0.872 3.012 -0.0058 -0.0382 -0.0888
C 0.073 0.397 3.237 -0.0460 0.4279 -0.1301
O -0.121 1.094 2.067 -0.1296 -0.0717 0.4983
C -0.200 1.421 4.381 0.1529 -0.1526 0.2195
F -1.324 2.089 4.148 -0.1160 0.0858 -0.0486
F -0.304 0.810 5.561 0.0184 -0.0010 -0.0231
F 0.793 2.309 4.446 0.0097 0.0472 0.0392
C -0.936 -0.779 3.344 -0.0576 0.0652 0.0756
F -0.556 -1.700 4.215 0.0345 -0.1353 0.0434
F -1.058 -1.365 2.138 0.0863 -0.1704 -0.1754
F -2.144 -0.343 3.681 -0.0934 0.0229 0.0155
C -1.360 0.517 -3.228 0.0470 0.0624 -0.2318
Si -1.879 -0.849 -2.063 0.3899 -0.0392 0.4716
C -3.210 -0.345 -0.854 -0.0986 0.0365 0.2242
C -2.508 -2.264 -3.077 -0.0734 0.0553 -0.2011
C -0.329 -1.415 -1.089 -0.1994 -0.3618 -0.0923
Si -0.093 -3.260 -0.601 -0.3740 0.6770 -0.3666
C -1.667 -3.849 0.194 0.0284 -0.1557 0.1809
C 0.253 -4.139 -2.206 0.1983 -0.1826 0.0026
C 1.359 -3.483 0.516 0.3118 -0.1098 0.1155
H -1.514 0.163 -4.249 -0.0201 0.0490 -0.0451
H -0.303 0.770 -3.152 0.0615 -0.0355 0.0276
H -1.943 1.429 -3.113 -0.0447 0.0119 -0.0752
H -3.850 0.441 -1.257 -0.0375 0.0081 -0.0519
H -2.835 -0.005 0.114 0.0147 0.0327 -0.0247
H -3.844 -1.210 -0.654 -0.0299 -0.0243 0.0337
H -3.373 -1.871 -3.619 -0.0377 -0.0658 -0.0586
H -2.844 -3.112 -2.491 -0.0343 -0.1256 0.1058
H -1.779 -2.602 -3.811 0.0245 -0.0238 -0.0562
H 0.637 -0.883 -1.204 0.2326 -0.3187 -0.4813
H -2.387 -4.219 -0.530 -0.0886 -0.0323 -0.1024
H -2.151 -3.084 0.800 -0.0082 0.0355 0.0168
H -1.423 -4.679 0.862 -0.0587 -0.0384 0.0148
H -0.642 -4.413 -2.753 -0.1341 -0.0182 -0.0223
H 0.790 -5.056 -1.955 -0.0100 -0.0691 -0.0990
H 0.893 -3.563 -2.874 0.0740 0.0506 -0.0112
H 1.185 -3.189 1.545 -0.1058 0.0269 0.1218
H 2.253 -2.966 0.164 0.0397 0.0339 -0.0681
H 1.593 -4.551 0.515 0.0295 -0.0091 0.0478
```
Positions in Å, forces in eV/Å.

Summary:
Energy relative to the best compared isomer or geometry (same formula, charge and spin) ... 10.7 kcal/mol
Total charge ... +1
Spin multiplicity ... 5
Kohn-Sham gap (alpha / beta) ... 0.35797 / 0.19968 Eh
Total energy ... -2516.0142 hartree

DFT (ωB97M-V/def2-TZVPD) results for a cluster of 6 separate species, C20H31FN13O9 in total.

```
74
Properties=species:S:1:pos:R:3:forces:R:3
O 5.601 1.241 2.902 -3.1264 9.0522 -7.9163
C 5.227 2.234 2.066 0.3645 -2.6026 4.9168
N 4.769 3.399 1.437 -0.9631 -6.1081 3.2593
C 3.239 3.254 1.418 -2.9855 -1.4928 -0.8194
N 2.361 4.020 2.427 -2.3375 -2.6515 -2.6027
C 0.829 3.869 2.466 0.5401 -2.2353 -2.7113
C -0.008 2.885 1.452 4.0205 0.3201 -0.8596
C -1.639 2.644 1.470 0.8648 -1.0216 0.2197
O -2.408 3.625 0.684 -1.4866 -3.0154 0.7978
C -3.709 2.921 0.430 -4.7130 -2.2444 -1.3468
C -4.416 2.919 -1.076 -1.6551 -1.7675 2.6043
C -5.865 2.135 -1.354 1.4163 -0.5100 4.1380
C -6.615 1.296 -0.136 3.5944 1.9305 1.2121
C -5.941 1.273 1.365 2.2088 2.3875 -3.4614
C -4.526 2.078 1.608 -1.1274 0.0758 -2.3649
C 0.860 2.037 0.343 2.2947 2.7117 2.8868
C 2.516 2.238 0.350 -1.6236 1.6629 1.7316
C 3.339 1.306 -0.769 -2.3406 -6.1833 0.1442
O 2.876 0.029 -0.870 3.1291 8.6837 0.5372
N 4.522 1.829 -1.554 -3.4334 0.4647 -2.1099
C 4.616 1.239 -2.944 1.0509 -7.0641 -3.3731
O 4.759 -0.052 -3.256 -1.1781 9.7784 2.7286
F 4.605 2.195 -4.113 -0.0366 -2.3033 4.4836
H 2.758 4.666 3.163 -0.1954 -1.0908 -1.3027
H 0.220 4.491 3.274 1.7806 -1.3352 -1.8378
H -1.959 2.584 2.608 0.5796 0.2536 -2.4423
H -1.814 1.590 0.939 0.5501 2.1295 1.4459
H -3.931 3.487 -1.982 -0.9503 -1.2284 2.0929
H -6.396 2.155 -2.413 1.4979 0.0634 2.4889
H -7.635 0.708 -0.265 2.4501 1.4983 0.0202
H -6.433 0.714 2.289 1.1859 1.3630 -2.3347
H -4.086 2.053 2.714 -1.0816 0.0830 -2.7015
H 0.373 1.284 -0.443 1.1479 1.7888 1.8955
H 4.345 2.868 -1.699 0.6247 -1.4244 0.4043
C -6.631 5.601 0.594 -0.1639 -0.9690 0.0477
O -6.623 4.381 0.545 -0.1388 0.2633 0.1107
N -5.672 6.358 0.032 1.3720 0.5036 -0.7695
N -7.601 6.297 1.215 -1.1955 0.3841 0.7840
H -5.662 7.364 0.063 -0.0242 -0.1945 -0.0197
H -4.923 5.873 -0.445 -0.3089 0.1930 0.1860
H -8.342 5.765 1.651 0.2727 0.2378 -0.1749
H -7.625 7.301 1.266 -0.0153 -0.1925 -0.0188
C -0.345 -1.768 -3.049 -0.6628 -0.3016 -0.3624
O -1.531 -2.055 -3.081 -0.1215 0.1316 0.1196
N 0.418 -1.702 -4.155 0.3245 0.0559 -1.2548
N 0.306 -1.494 -1.904 0.2851 0.5385 1.5804
H 1.396 -1.468 -4.148 -0.1373 -0.1012 0.0023
H -0.033 -1.902 -5.038 0.2260 0.0298 0.3300
H -0.232 -1.532 -1.048 0.2103 -0.1635 -0.3320
H 1.282 -1.256 -1.857 -0.0874 -0.1258 -0.0007
C -2.491 -5.532 -4.568 0.0459 -0.0270 0.6699
O -2.371 -5.950 -3.427 0.0391 -0.0927 0.0723
N -2.623 -6.346 -5.631 -0.0935 -1.3887 -0.9337
N -2.503 -4.220 -4.865 0.0373 1.2213 0.0637
H -2.724 -6.021 -6.577 0.0029 -0.0623 0.2090
H -2.619 -7.342 -5.451 -0.0137 0.3972 -0.1115
H -2.406 -3.573 -4.093 0.0707 0.0642 -0.1759
H -2.601 -3.857 -5.798 -0.0498 -0.1428 0.1782
C 6.336 -2.438 4.219 -0.0931 0.0387 1.0578
O 6.050 -1.997 5.321 -0.0440 0.1205 -0.1261
N 6.492 -1.650 3.139 -0.0252 1.3712 -1.0996
N 6.522 -3.749 3.986 -0.0829 -1.2751 0.1151
H 6.728 -1.995 2.224 0.0313 0.0295 0.1816
H 6.362 -0.656 3.272 0.1595 -0.6172 -0.0666
H 6.414 -4.377 4.772 0.0410 0.0630 -0.3204
H 6.758 -4.131 3.085 0.1563 -0.0232 0.2022
C 4.085 -6.353 2.492 0.3664 -0.5643 0.4707
O 4.859 -6.850 3.295 0.1315 0.1017 0.0394
N 3.201 -7.081 1.787 -0.7144 -1.0932 -0.4961
N 4.048 -5.032 2.241 0.2985 1.6222 -0.1348
H 2.556 -6.690 1.122 0.1148 -0.0902 0.1314
H 3.197 -8.080 1.946 -0.0286 0.3826 -0.0815
H 4.697 -4.447 2.751 -0.3424 -0.1475 -0.0276
H 3.418 -4.604 1.584 0.0906 -0.1459 0.1312
```
Positions in Å, forces in eV/Å.

Summary:
Total charge ... +1
Kohn-Sham gap ... 0.15637 Eh
Total energy ... -2268.7191 hartree

DFT (ωB97M-V/def2-TZVPD) results for a structure of composition C20H31IrN5OSSi.

```
60
Properties=species:S:1:pos:R:3:forces:R:3
Ir 0.321 -0.118 0.292 -0.2028 0.0146 -0.1107
C -2.793 0.669 -0.017 -0.0023 0.0755 -0.0569
C -2.375 -0.623 -0.720 -0.1010 -0.0212 -0.0404
N -1.023 -0.566 -1.319 0.1971 -0.1687 -0.1014
C -0.908 0.228 -2.555 -0.0592 0.1459 0.0660
C -0.837 1.736 -2.286 0.0425 0.0071 -0.0641
N 0.047 2.021 -1.175 0.0908 0.0448 0.1500
C -0.307 3.070 -0.243 -0.1050 0.0046 0.0135
C -1.504 2.688 0.669 0.0594 0.0345 0.0708
N -1.728 1.246 0.809 0.0759 -0.2964 0.1302
H -3.680 0.448 0.584 0.0108 -0.0267 0.0009
H -3.110 1.407 -0.754 -0.0111 0.0037 0.0226
H -3.113 -0.871 -1.493 -0.0377 0.0178 0.0208
H -2.356 -1.441 0.000 0.0373 0.0165 0.0064
H -0.774 -1.523 -1.551 -0.0496 0.0331 -0.1071
H -1.744 0.007 -3.229 0.0150 0.0190 -0.0144
H 0.011 -0.095 -3.046 0.0281 0.0128 0.0414
H -1.825 2.141 -2.071 0.0067 -0.0332 0.0150
H -0.510 2.220 -3.214 -0.0418 0.0285 0.0043
H 1.018 2.074 -1.454 0.0367 -0.0435 0.1115
H -0.534 4.029 -0.732 -0.0054 -0.0155 0.0187
H 0.572 3.222 0.384 0.0018 -0.0175 -0.0136
H -2.423 3.182 0.334 0.0108 -0.0344 -0.0721
H -1.287 3.082 1.662 -0.0560 0.0241 -0.0068
H -1.865 1.021 1.789 -0.0298 -0.0437 -0.0123
S 1.292 0.334 2.404 0.2653 0.0666 -0.1853
C -0.117 0.297 3.309 -0.1115 0.1673 0.1652
N -1.112 0.336 3.905 -0.0616 -0.0359 -0.0656
C 2.709 -2.735 1.007 -0.0804 0.1052 -0.0037
Si 0.959 -2.315 0.397 -0.0985 -0.2750 0.1680
C 0.908 -3.145 -1.352 0.0048 0.0357 0.1301
C -0.180 -3.459 1.420 0.0730 0.1431 -0.0769
C -0.002 -4.845 1.411 -0.0164 -0.0505 -0.0391
C -0.832 -5.690 2.133 -0.0162 -0.0202 0.0117
C -1.868 -5.163 2.893 0.0125 0.0176 -0.0030
C -2.060 -3.790 2.927 -0.0110 -0.0278 0.0138
C -1.224 -2.955 2.195 0.0246 0.0975 0.0452
H 2.837 -3.819 1.054 -0.0110 -0.0171 -0.0071
H 2.867 -2.333 2.009 0.0083 0.0094 -0.0080
H 3.490 -2.341 0.350 -0.0176 0.0255 -0.0124
H 1.476 -4.079 -1.324 0.0299 0.0049 0.0057
H 1.365 -2.511 -2.119 0.0293 0.0041 -0.0095
H -0.093 -3.430 -1.695 -0.0268 0.0647 0.0431
H 0.802 -5.281 0.826 0.0090 -0.0033 -0.0031
H -0.670 -6.761 2.106 0.0003 -0.0048 0.0006
H -2.513 -5.819 3.464 -0.0060 -0.0039 -0.0006
H -2.849 -3.364 3.534 -0.0064 -0.0006 0.0014
H -1.367 -1.880 2.260 0.0025 -0.0369 -0.0210
O 2.576 1.106 -0.350 0.2108 0.0768 -0.2916
N 3.723 0.509 -0.265 -0.1385 -0.2727 0.0794
C 4.217 -0.171 -1.324 -0.1352 0.1431 0.0253
C 5.409 -0.846 -1.237 0.2585 -0.0921 0.0945
C 6.124 -0.848 -0.045 -0.2291 0.1346 -0.0145
C 5.589 -0.157 1.034 0.2614 -0.1822 -0.0757
C 4.394 0.507 0.908 -0.1487 0.1762 -0.0486
H 3.591 -0.132 -2.202 0.0028 -0.0058 -0.0039
H 5.767 -1.378 -2.108 -0.0003 0.0015 0.0060
H 7.062 -1.376 0.040 0.0067 -0.0170 0.0067
H 6.089 -0.136 1.992 0.0056 -0.0039 -0.0033
H 3.904 1.054 1.699 -0.0012 -0.0061 0.0039
```
Positions in Å, forces in eV/Å.

Summary:
Energy relative to the best compared isomer or geometry (same formula, charge and spin) ... 24.3 kcal/mol
Total charge ... 0
Spin multiplicity ... 2
Kohn-Sham gap (alpha / beta) ... 0.25885 / 0.24644 Eh
Total energy ... -1921.6790 hartree